[1]
Below is a 13-piece molecular cluster, C27H67N16O21S3 overall, with properties calculated with ωB97M-V/def2-TZVPD.

Calculated values
- F_max (eV/Å) = 2.434
- lowest unoccupied orbital energy (eV) = -1.95
- HOMO energy (eV) = -11.1845
- frontier orbital gap (eV) = 9.2

```
! RIJCOSX wB97M-V def2-TZVPD def2/J DEFGRID3
* xyz 1 1
C -0.531 1.773 1.185
C 0.736 1.111 0.699
N 0.542 0.276 -0.470
C 1.556 -0.433 -1.051
C 1.048 -0.943 -2.225
N -0.266 -0.615 -2.251
C -0.526 0.294 -1.298
C -1.298 -1.116 -3.156
H -0.743 2.710 0.663
H -0.328 2.148 2.189
H -1.444 1.180 1.226
H 1.111 0.523 1.539
H 1.464 1.905 0.534
H 2.515 -0.588 -0.588
H 1.550 -1.580 -2.936
H -1.475 0.763 -1.098
H -1.100 -0.539 -4.059
H -2.295 -0.837 -2.814
H -1.362 -2.193 -3.283
C 3.112 0.549 4.823
O 2.540 0.264 3.774
N 2.955 1.704 5.509
N 3.992 -0.310 5.445
H 3.335 1.683 6.434
H 2.310 2.373 5.125
H 4.576 0.024 6.188
H 4.302 -1.150 4.993
C 1.122 -1.807 -6.383
O 1.035 -0.586 -6.582
N 0.063 -2.556 -6.003
N 2.297 -2.467 -6.496
H 0.117 -3.501 -5.670
H -0.885 -2.177 -6.063
H 3.150 -2.043 -6.791
H 2.207 -3.451 -6.307
C 5.091 0.038 -3.938
O 5.753 -0.115 -2.914
N 4.030 -0.729 -4.327
N 5.485 0.922 -4.923
H 3.649 -0.529 -5.231
H 3.857 -1.628 -3.901
H 4.927 0.885 -5.754
H 6.055 1.733 -4.778
C -3.802 -2.228 -6.287
O -2.641 -2.065 -5.934
N -4.624 -3.186 -5.745
N -4.391 -1.595 -7.362
H -4.331 -3.716 -4.947
H -5.567 -3.233 -6.072
H -3.919 -0.713 -7.527
H -5.393 -1.540 -7.337
C 4.002 -3.224 -1.560
O 3.297 -3.195 -2.582
N 3.434 -3.590 -0.378
N 5.325 -2.946 -1.524
H 3.940 -3.485 0.478
H 2.436 -3.698 -0.416
H 5.465 -2.187 -2.196
H 5.824 -2.994 -0.660
C 4.833 0.269 1.009
O 4.248 1.334 0.847
N 5.911 -0.090 0.243
N 4.347 -0.733 1.793
H 6.320 -0.972 0.480
H 6.339 0.584 -0.365
H 3.458 -0.513 2.229
H 4.751 -1.640 1.905
C -0.896 -5.534 -1.947
O -0.432 -6.620 -2.253
N -0.289 -4.712 -1.040
N -1.991 -5.013 -2.595
H 0.572 -5.089 -0.683
H -0.651 -3.848 -0.685
H -2.370 -5.639 -3.283
H -2.547 -4.367 -2.062
C -5.796 2.670 -2.958
C -5.778 1.695 -4.119
O -5.075 0.527 -3.581
S -4.944 0.560 -1.948
O -3.591 0.904 -1.623
O -5.561 -0.564 -1.315
O -5.910 1.851 -1.780
H -6.706 3.262 -2.945
H -4.850 3.196 -2.837
H -5.129 1.982 -4.940
H -6.789 1.419 -4.411
C -1.607 2.684 5.490
C -1.860 1.390 4.727
O -2.280 0.412 5.702
S -2.848 1.159 7.024
O -2.597 0.403 8.213
O -4.201 1.498 6.675
O -1.855 2.420 6.858
H -2.239 3.490 5.114
H -0.599 3.083 5.381
H -0.992 0.925 4.257
H -2.631 1.372 3.962
C -5.169 1.369 2.165
C -5.419 2.079 3.539
O -4.372 3.053 3.684
S -3.670 3.395 2.249
O -2.274 3.725 2.310
O -4.513 4.157 1.383
O -3.889 1.856 1.810
H -5.941 1.720 1.483
H -5.046 0.294 2.233
H -5.229 1.381 4.357
H -6.442 2.380 3.759
C 0.167 -3.595 3.833
C 1.253 -3.617 2.713
C 1.056 -2.294 1.944
O -0.070 -1.649 2.548
C -0.294 -2.132 3.830
H 0.503 -4.007 4.779
H -0.657 -4.215 3.469
H 1.134 -4.473 2.054
H 2.161 -3.547 3.313
H 0.868 -2.364 0.874
H 1.873 -1.612 2.185
H -1.296 -1.922 4.212
H 0.242 -1.643 4.663
C 1.317 6.127 1.394
C 2.580 5.189 1.318
C 2.469 4.292 2.551
O 1.445 4.842 3.392
C 1.033 6.109 2.901
H 0.501 5.672 0.834
H 1.592 7.094 0.981
H 3.418 5.884 1.340
H 2.594 4.640 0.379
H 3.353 4.274 3.190
H 2.190 3.287 2.230
H 1.514 6.941 3.424
H -0.027 6.179 3.154
*
```

---

[2]
Below is an isolated molecule of C31H30BF9O2, with properties calculated with ωB97M-V/def2-TZVPD.

Calculated values
- F_max (eV/Å) = 2.851
- lowest unoccupied orbital energy (eV) = -1.95
- HOMO energy (eV) = -9.0641
- ΔE to the lowest compared entry with this formula, charge and spin (eV) = 0.926
- frontier orbital gap (eV) = 7.1

```
! RIJCOSX wB97M-V def2-TZVPD def2/J DEFGRID3
* xyz 0 1
C -3.314 2.845 0.639
C -2.335 1.687 0.746
C -1.227 1.912 -0.279
O -1.812 1.637 2.062
B -1.443 0.248 2.279
C 0.156 0.101 1.919
C 0.611 -1.045 1.294
C 1.915 -1.097 0.801
C 2.398 -2.328 0.084
F 2.870 -2.025 -1.167
F 3.425 -2.938 0.756
F 1.408 -3.256 -0.075
C 2.787 -0.030 0.950
C 2.314 1.109 1.585
C 3.237 2.293 1.712
F 2.634 3.369 2.298
F 4.347 1.997 2.462
F 3.683 2.711 0.484
C 1.016 1.177 2.087
C -1.649 -0.234 3.904
C -1.344 -1.609 4.134
C -2.286 -2.592 4.737
C -1.829 -4.080 4.643
O -2.196 -0.611 1.391
C -3.001 0.228 0.583
C -4.425 0.195 1.123
C -3.023 -0.305 -0.839
H -3.786 2.855 -0.352
H -4.093 2.796 1.404
H -2.776 3.791 0.761
H -1.655 2.079 -1.276
H -0.648 2.798 0.004
H -0.533 1.066 -0.329
H -0.032 -1.909 1.164
H 3.797 -0.071 0.558
H 0.692 2.084 2.587
H -0.953 0.459 4.416
H -2.682 0.016 4.199
H -0.384 -1.986 3.771
H -3.124 -2.506 4.020
H -2.711 -4.691 4.404
H -1.077 -4.180 3.848
H -1.414 -4.453 5.586
H -5.107 0.761 0.477
H -4.777 -0.842 1.159
H -4.472 0.604 2.138
H -3.614 0.354 -1.489
H -2.015 -0.404 -1.253
H -3.487 -1.298 -0.853
F -5.688 -5.393 8.707
C -5.527 -4.562 7.619
C -6.619 -4.339 6.790
C -6.383 -3.523 5.683
F -7.367 -3.441 4.727
C -5.185 -2.849 5.460
C -4.116 -3.062 6.344
C -2.832 -2.241 6.085
C -1.848 -2.339 7.264
C -0.475 -2.553 7.106
C 0.350 -2.716 8.222
C -0.162 -2.639 9.516
C -1.515 -2.344 9.642
F -2.060 -2.297 10.902
C -2.349 -2.124 8.551
C -4.272 -3.985 7.392
H -7.572 -4.833 6.953
H -5.074 -2.166 4.607
H -3.180 -1.189 6.055
H -0.052 -2.572 6.101
H 1.408 -2.914 8.072
H 0.463 -2.782 10.393
H -3.386 -1.825 8.710
H -3.440 -4.255 8.044
*
```

---

[3]
Below is a 2-piece molecular cluster, C5H9NS overall, with properties calculated with ωB97M-V/def2-TZVPD.

Calculated values
- F_max (eV/Å) = 5.913
- lowest unoccupied orbital energy (spin up / spin down) (eV) = 0.60 / -1.63
- HOMO energy (spin up / spin down) (eV) = -4.3510 / -7.9476
- ΔE to the lowest compared entry with this formula, charge and spin (eV) = 5.410
- frontier orbital gap (spin up / spin down) (eV) = 4.9 / 6.3

```
! RIJCOSX wB97M-V def2-TZVPD def2/J DEFGRID3
* xyz 0 3
C -0.948 -0.209 2.455
C 1.251 1.216 -1.219
C 0.281 0.120 -1.220
C -1.529 -0.477 3.542
C -0.246 -0.425 -2.495
N -0.256 0.225 1.521
S 2.090 -0.357 -0.897
H 1.534 1.772 -2.107
H 1.380 1.737 -0.269
H -1.154 -1.357 4.094
H -2.400 0.095 4.073
H 1.637 -0.465 0.298
H 0.010 0.088 -3.395
H -1.434 -0.337 -2.379
H 0.012 -1.448 -2.555
H -0.228 -0.177 0.553
*
```

---

[4]
Below is a 2-piece molecular cluster, C2H8OS2 overall, with properties calculated with ωB97M-V/def2-TZVPD.

Calculated values
- F_max (eV/Å) = 6.367
- structure (SMILES) = CCSS.O
- lowest unoccupied orbital energy (eV) = 0.61
- HOMO energy (eV) = -9.1689
- ΔE to the lowest compared entry with this formula, charge and spin (eV) = 1.478
- frontier orbital gap (eV) = 9.8

```
! RIJCOSX wB97M-V def2-TZVPD def2/J DEFGRID3
* xyz 0 1
C -0.461 3.144 0.149
C 0.295 1.752 0.211
S -0.405 0.209 0.017
S -0.343 -0.182 -1.945
H 0.095 3.658 -0.552
H -0.443 3.641 1.107
H -1.466 3.067 -0.284
H 0.790 1.972 1.198
H 1.388 1.904 -0.311
H 0.842 -0.781 -2.116
H 1.808 -3.733 2.633
H 0.517 -4.750 2.502
O 1.178 -4.349 3.063
*
```

---

[5]
Below is an isolated molecule of CH2P2S3, with properties calculated with ωB97M-V/def2-TZVPD.

Calculated values
- F_max (eV/Å) = 4.393
- lowest unoccupied orbital energy (spin up / spin down) (eV) = -0.39 / -2.40
- HOMO energy (spin up / spin down) (eV) = -7.4938 / -9.0037
- ΔE to the lowest compared entry with this formula, charge and spin (eV) = 0.000
- frontier orbital gap (spin up / spin down) (eV) = 7.1 / 6.6

```
! RIJCOSX wB97M-V def2-TZVPD def2/J DEFGRID3
* xyz 0 3
C 0.874 -0.057 0.009
P -0.399 -0.286 -1.346
P 0.762 -1.665 0.922
S -0.862 -2.170 -0.226
S -1.708 1.385 -0.716
S -1.132 1.890 1.091
H 1.783 -0.026 -0.392
H 0.682 0.929 0.659
*
```

---

[6]
Below is an isolated molecule of C5H10N2O, with properties calculated with ωB97M-V/def2-TZVPD.

Calculated values
- F_max (eV/Å) = 4.370
- structure (SMILES) = C/C=N\N1C[C@@H]1CO
- lowest unoccupied orbital energy (eV) = 0.67
- HOMO energy (eV) = -9.1675
- ΔE to the lowest compared entry with this formula, charge and spin (eV) = 5.343
- frontier orbital gap (eV) = 9.8

```
! RIJCOSX wB97M-V def2-TZVPD def2/J DEFGRID3
* xyz 0 1
C 2.747 -0.033 0.113
C 1.652 -1.122 0.143
C 0.253 1.648 0.215
C -1.146 1.075 -0.221
C -1.991 0.018 0.615
H 3.060 0.706 1.042
H 3.698 -0.720 0.122
H 2.906 0.591 -0.775
H 2.101 -2.123 0.606
H 0.439 1.476 1.288
H 0.671 2.653 -0.096
H -1.713 1.417 -1.186
H -1.561 -0.127 1.658
H -2.981 0.360 0.874
H -1.267 -1.400 -0.199
N 0.389 -0.884 -0.285
N 0.080 0.489 -0.730
O -2.216 -1.199 -0.177
*
```

---

[7]
Below is an isolated ion of composition C7H2Br3O4 and charge -1, with properties calculated with ωB97M-V/def2-TZVPD.

Calculated values
- F_max (eV/Å) = 3.639
- lowest unoccupied orbital energy (spin up / spin down) (eV) = 1.23 / 1.23
- HOMO energy (spin up / spin down) (eV) = -4.7404 / -4.7407
- ΔE to the lowest compared entry with this formula, charge and spin (eV) = 3.698
- frontier orbital gap (spin up / spin down) (eV) = 6.0 / 6.0

```
! RIJCOSX wB97M-V def2-TZVPD def2/J DEFGRID3
* xyz -1 1
C -0.405 0.986 -0.517
C -1.314 0.024 -0.172
C 1.899 0.654 -1.218
C -2.267 -1.906 1.225
C 0.889 1.266 0.017
C -1.014 -1.193 0.593
C 2.193 -0.717 -0.741
O -2.818 -2.901 0.819
O 2.197 1.254 -2.234
O -2.346 -1.074 2.175
O 0.162 -1.489 0.901
Br -2.962 0.029 -1.105
Br 1.445 3.120 0.193
Br 3.671 -0.755 0.445
H -0.678 1.752 -1.314
H 1.348 0.949 0.935
*
```

---

[8]
Below is C4H2O2Sr as an isolated structure, with properties calculated with ωB97M-V/def2-TZVPD.

Calculated values
- F_max (eV/Å) = 6.760
- lowest unoccupied orbital energy (spin up / spin down) (eV) = -0.93 / -0.71
- HOMO energy (spin up / spin down) (eV) = -7.9318 / -5.8992
- ΔE to the lowest compared entry with this formula, charge and spin (eV) = 5.930
- frontier orbital gap (spin up / spin down) (eV) = 7.0 / 5.2

```
! RIJCOSX wB97M-V def2-TZVPD def2/J DEFGRID3
* xyz 0 1
O -2.447 0.954 0.721
C -1.281 0.957 0.277
H -0.742 1.926 0.169
C 1.150 -0.306 -0.531
C 0.075 -1.266 -0.393
C -0.431 -0.160 0.208
O -0.794 -2.130 0.306
Sr 3.214 -0.089 0.791
H 1.256 0.114 -1.548
*
```

---

Among the records above, which one has the lowest F_max? C27H67N16O21S3